Molecular formula: C30H57N4O12P2S
Method: DFT, ωB97M-V with the def2-TZVPD basis set

The highest occupied orbital energy is -11.419 eV. Its energy above the lowest of the compared OMol25 structures with the same formula, charge and spin is 332.9 kJ/mol. For the LUMO energy, the calculation gives -4.106 eV. The largest force on an atom is 0.169 hartree/bohr.

```
! wB97M-V def2-TZVPD RIJCOSX def2/J DEFGRID3
* xyz 1 1
C 2.405 -4.497 3.779
C 1.141 -3.674 3.392
C -0.035 -4.701 3.190
C 1.410 -2.828 2.134
C 0.236 -1.925 1.727
C -0.806 -1.653 2.603
C -1.841 -0.789 2.202
C -2.923 -0.515 3.243
O -3.998 -1.044 3.098
O -2.714 0.251 4.344
C -1.599 1.177 4.244
N -1.399 1.769 5.568
C -1.837 -0.205 0.923
C -2.916 0.765 0.434
C -4.332 0.164 0.346
S -4.390 -1.433 -0.559
C -5.914 -2.170 0.089
N -7.071 -1.554 0.331
N -7.866 -2.530 0.837
C -7.238 -3.647 0.897
O -5.973 -3.453 0.418
C -0.767 -0.526 0.102
N 0.219 -1.343 0.505
C 1.331 -1.584 -0.448
C 2.621 -0.807 -0.009
C 3.156 0.023 -1.223
O 4.051 1.027 -0.797
H 3.323 -3.887 3.785
H 2.226 -4.905 4.788
H 2.549 -5.368 3.120
H 0.894 -3.056 4.271
H 0.185 -5.646 3.698
H -0.283 -4.839 2.124
H -0.926 -4.278 3.684
H 1.798 -3.416 1.291
H 2.218 -2.116 2.402
H -0.811 -2.090 3.599
H -1.808 2.008 3.551
H -0.647 0.672 4.011
H -2.339 1.915 5.935
H -0.970 1.025 6.116
H -2.880 1.655 1.082
H -2.621 1.080 -0.582
H -4.931 0.862 -0.264
H -4.861 0.073 1.301
H -7.582 -4.603 1.270
H -0.722 -0.087 -0.897
H 1.521 -2.662 -0.553
H 1.055 -1.243 -1.457
H 3.385 -1.502 0.366
H 2.328 -0.072 0.764
H 2.266 0.469 -1.701
H 3.676 -0.690 -1.886
H 4.258 0.913 0.138
O 7.078 -1.577 0.566
P 8.459 -1.053 0.254
O 8.494 -1.534 -1.327
C 7.643 -0.881 -2.264
C 8.073 0.551 -2.523
O 9.298 -2.278 0.970
C 8.831 -2.863 2.189
C 8.212 -4.219 1.912
O 9.857 -0.204 0.033
C 11.158 -0.779 -0.172
C 11.370 -1.377 -1.545
H 6.606 -0.917 -1.916
H 7.699 -1.453 -3.191
H 7.972 1.161 -1.620
H 7.463 0.999 -3.309
H 9.119 0.595 -2.824
H 8.124 -2.204 2.694
H 9.693 -2.978 2.848
H 7.477 -4.167 1.108
H 7.728 -4.616 2.806
H 8.980 -4.924 1.591
H 11.411 -1.487 0.613
H 11.854 0.054 -0.051
H 10.840 -2.322 -1.654
H 12.432 -1.576 -1.700
H 11.025 -0.702 -2.327
O -5.476 3.881 -2.017
P -6.418 4.087 -3.170
O -6.989 5.591 -2.851
C -6.100 6.702 -2.950
C -5.702 6.985 -4.387
O -7.655 3.156 -2.600
C -7.377 1.999 -1.813
C -7.674 2.271 -0.355
O -7.048 4.038 -4.687
C -8.444 3.923 -5.001
C -9.243 5.185 -4.764
H -5.216 6.531 -2.329
H -6.627 7.564 -2.541
H -5.122 6.156 -4.805
H -5.098 7.891 -4.447
H -6.583 7.109 -5.017
H -6.343 1.675 -1.947
H -8.017 1.191 -2.172
H -7.207 3.192 -0.001
H -7.327 1.443 0.267
H -8.749 2.397 -0.213
H -8.897 3.067 -4.507
H -8.474 3.695 -6.069
H -9.405 5.359 -3.701
H -10.223 5.096 -5.236
H -8.735 6.056 -5.176
*
```

---

Molecular formula: C36H72O9
Method: DFT, ωB97M-V with the def2-TZVPD basis set

The highest occupied orbital energy is -9.287 eV. Its energy above the lowest of the compared OMol25 structures with the same formula, charge and spin is 437.3 kJ/mol. For the LUMO energy, the calculation gives 0.390 eV. As for the SMILES: C1CCOC1.C1CCOC1.C1CCOC1.C1CCOC1.C1CCOC1.C1CCOC1.C1CCOC1.C1CCOC1.C1CCOC1. The largest force on an atom is 0.061 hartree/bohr.

```
! wB97M-V def2-TZVPD RIJCOSX def2/J DEFGRID3
* xyz 0 1
C 10.642 -6.600 -4.943
C 11.382 -5.867 -6.034
C 10.436 -4.707 -6.442
O 9.154 -5.069 -5.949
C 9.175 -6.348 -5.226
H 10.854 -6.175 -3.962
H 10.826 -7.675 -4.931
H 11.560 -6.556 -6.860
H 12.366 -5.482 -5.764
H 10.361 -4.669 -7.528
H 10.863 -3.800 -6.014
H 8.712 -7.117 -5.844
H 8.662 -6.334 -4.264
C 9.818 1.586 -6.325
C 9.136 2.789 -5.734
C 8.837 3.555 -7.003
O 10.003 3.400 -7.744
C 10.647 2.115 -7.542
H 9.108 0.829 -6.661
H 10.539 1.101 -5.667
H 9.812 3.328 -5.069
H 8.245 2.551 -5.154
H 8.712 4.618 -6.800
H 7.983 3.073 -7.478
H 11.711 2.299 -7.393
H 10.550 1.439 -8.392
C 18.193 -6.060 -9.780
C 18.182 -6.375 -11.294
C 16.636 -6.511 -11.410
O 16.178 -7.169 -10.257
C 17.101 -6.879 -9.225
H 18.116 -4.990 -9.588
H 19.124 -6.315 -9.273
H 18.783 -7.250 -11.539
H 18.672 -5.624 -11.914
H 16.385 -7.096 -12.294
H 16.233 -5.501 -11.487
H 17.505 -7.835 -8.892
H 16.616 -6.450 -8.347
C 16.955 -0.253 -6.422
C 17.733 0.066 -7.700
C 16.658 -0.139 -8.872
O 15.764 -1.093 -8.317
C 15.797 -1.173 -6.920
H 16.545 0.716 -6.136
H 17.550 -0.612 -5.583
H 18.572 -0.615 -7.844
H 18.280 1.002 -7.579
H 17.104 -0.479 -9.807
H 16.099 0.760 -9.134
H 16.071 -2.197 -6.667
H 14.891 -0.792 -6.449
C 15.593 -2.916 0.136
C 14.292 -2.136 -0.029
C 13.575 -2.933 -0.994
O 14.629 -3.442 -1.834
C 15.729 -3.826 -1.041
H 15.686 -3.506 1.048
H 16.511 -2.385 0.390
H 14.476 -1.180 -0.519
H 13.736 -1.914 0.882
H 13.053 -2.381 -1.776
H 12.926 -3.715 -0.598
H 16.681 -3.594 -1.518
H 15.717 -4.864 -0.709
C 7.491 -13.637 -3.499
C 7.051 -13.080 -4.772
C 6.250 -11.903 -4.295
O 7.048 -11.433 -3.229
C 7.785 -12.494 -2.584
H 8.298 -14.356 -3.642
H 6.701 -14.238 -3.047
H 6.367 -13.768 -5.269
H 7.824 -12.770 -5.475
H 5.309 -12.123 -3.793
H 6.223 -11.044 -4.967
H 7.387 -12.777 -1.610
H 8.862 -12.331 -2.545
C 8.636 -0.355 -1.247
C 7.976 -1.645 -1.861
C 6.573 -1.261 -2.069
O 6.564 0.221 -2.106
C 7.539 0.611 -1.108
H 9.420 0.123 -1.835
H 9.151 -0.527 -0.302
H 8.058 -2.551 -1.260
H 8.409 -1.784 -2.852
H 5.824 -1.504 -1.315
H 6.270 -1.548 -3.076
H 7.057 0.560 -0.132
H 7.919 1.603 -1.353
C 1.121 -11.400 -7.620
C 2.173 -10.413 -8.289
C 2.345 -9.241 -7.352
O 1.792 -9.734 -6.127
C 0.677 -10.607 -6.440
H 1.658 -12.303 -7.328
H 0.214 -11.492 -8.218
H 1.631 -10.144 -9.195
H 3.084 -10.930 -8.592
H 1.797 -8.393 -7.762
H 3.365 -8.942 -7.108
H -0.149 -9.984 -6.783
H 0.457 -11.303 -5.631
C 2.565 -8.452 0.859
C 3.720 -9.008 0.088
C 4.729 -8.006 0.396
O 4.058 -6.751 0.369
C 2.672 -7.013 0.477
H 2.613 -8.676 1.925
H 1.646 -8.957 0.564
H 3.516 -9.010 -0.982
H 3.927 -9.995 0.502
H 5.602 -8.206 -0.227
H 5.052 -8.086 1.434
H 2.157 -6.880 -0.475
H 2.373 -6.264 1.210
*
```

---

Molecular formula: C5H6O2
Method: DFT, ωB97M-V with the def2-TZVPD basis set

The highest occupied orbital energy (spin up / spin down) is -8.877 / -8.410 eV. Its energy above the lowest of the compared OMol25 structures with the same formula, charge and spin is 636.4 kJ/mol. For the LUMO energy (spin up / spin down), the calculation gives -0.590 / -0.274 eV. The largest force on an atom is 0.036 hartree/bohr.

```
! wB97M-V def2-TZVPD RIJCOSX def2/J DEFGRID3
* xyz 0 1
C -1.643 -1.582 -0.233
C -0.105 0.024 0.484
O 0.732 -0.416 -0.567
C 2.051 -0.329 -0.380
O 2.601 0.123 0.587
C -0.503 1.410 0.354
C -0.798 2.577 0.240
H -1.955 -1.150 -1.195
H -1.383 -0.867 0.655
H -0.978 -2.433 -0.463
H 0.364 -0.145 1.469
H 2.526 -0.766 -1.268
H -1.048 3.612 0.112
*
```

---

Molecular formula: C45H33F3IrNO3P2S6
Method: DFT, ωB97M-V with the def2-TZVPD basis set

The highest occupied orbital energy (spin up / spin down) is -4.337 / -4.894 eV. Its energy above the lowest of the compared OMol25 structures with the same formula, charge and spin is 192.5 kJ/mol. For the LUMO energy (spin up / spin down), the calculation gives 2.322 / 0.955 eV. The largest force on an atom is 0.012 hartree/bohr. Its expectation value of S² is 8.77.

```
! wB97M-V def2-TZVPD RIJCOSX def2/J DEFGRID3
* xyz -1 6
Ir -1.105 1.990 0.003
S -1.077 2.186 -3.618
P 0.336 -0.222 -2.803
C 0.309 -1.448 -1.559
P -1.114 -1.630 -0.580
S -2.467 -0.169 -0.354
C -0.547 -2.269 1.025
C 0.676 -2.922 1.139
C 1.057 -3.474 2.355
C 0.227 -3.357 3.461
C -0.981 -2.681 3.354
C -1.369 -2.139 2.139
C -2.008 -3.055 -1.311
C -1.378 -4.298 -1.345
C -2.005 -5.386 -1.929
C -3.270 -5.242 -2.486
C -3.900 -4.008 -2.454
C -3.270 -2.916 -1.872
C -0.323 -1.173 -4.231
C -1.691 -1.132 -4.482
C -2.245 -1.917 -5.483
C -1.435 -2.745 -6.245
C -0.068 -2.790 -6.002
C 0.485 -2.010 -4.999
C 2.087 0.024 -3.251
C 3.076 -0.840 -2.785
C 4.406 -0.626 -3.116
C 4.762 0.456 -3.909
C 3.781 1.320 -4.376
C 2.451 1.107 -4.047
H 1.323 -2.989 0.273
H 2.010 -3.980 2.441
H 0.533 -3.770 4.414
H -1.615 -2.553 4.222
H -2.296 -1.584 2.059
H -0.392 -4.414 -0.913
H -1.508 -6.348 -1.949
H -3.761 -6.092 -2.943
H -4.885 -3.889 -2.888
H -3.758 -1.950 -1.844
H -2.322 -0.487 -3.883
H -3.312 -1.884 -5.664
H -1.866 -3.355 -7.029
H 0.567 -3.439 -6.592
H 1.550 -2.053 -4.805
H 2.785 -1.676 -2.162
H 5.168 -1.301 -2.746
H 5.801 0.628 -4.159
H 4.052 2.172 -4.986
H 1.693 1.798 -4.394
F -0.023 4.999 -1.470
C 1.187 4.915 -0.947
F 1.255 5.774 0.096
F 2.044 5.423 -1.881
C 1.635 3.532 -0.559
C 3.000 3.414 -0.305
C 3.557 2.193 0.019
C 2.719 1.088 -0.012
N 1.429 1.206 -0.265
C 0.835 2.386 -0.445
S -1.973 2.806 -1.980
H 3.621 4.300 -0.362
H 4.607 2.094 0.259
H 3.091 0.085 0.168
O -1.506 4.471 0.718
C -2.625 4.040 0.993
O -2.973 2.821 0.820
H -3.395 4.709 1.408
O -0.419 1.109 1.742
C -0.537 1.379 3.090
C -0.690 2.853 3.428
C 0.144 3.846 3.022
C -0.204 5.119 3.543
C -1.297 5.064 4.352
S -1.903 3.468 4.479
C -1.655 0.535 3.718
C -1.567 -0.286 4.807
C -2.780 -0.966 5.099
C -3.767 -0.649 4.217
S -3.235 0.468 3.038
C 0.772 0.910 3.728
C 1.421 1.342 4.845
C 2.590 0.581 5.130
C 2.796 -0.407 4.215
S 1.587 -0.411 3.002
H 0.980 3.667 2.362
H 0.316 6.033 3.295
H -1.791 5.873 4.865
H -0.657 -0.405 5.375
H -2.904 -1.660 5.919
H -4.780 -1.018 4.195
H 1.072 2.174 5.440
H 3.247 0.773 5.967
H 3.608 -1.116 4.177
*
```

---

no.,DFT total energy (Ha)
1,-3379.8307
2,-2091.7359
3,-344.3595
4,-5490.8225